*w*
Entry from the Open Molecules 2025 dataset: a cluster of 2 separate species, C3H6NP in total (ωB97M-V/def2-TZVPD).

Computed properties:
frontier orbital gap: 9.5 eV
LUMO energy: 0.28 eV

Geometry as ORCA input:
```
! RIJCOSX wB97M-V def2-TZVPD def2/J DEFGRID3
* xyz 0 1
H 1.9001 0.5692 -0.7292
H 1.3205 -0.8759 0.0818
H 0.8974 1.3551 1.6840
N -2.0371 -1.6257 -0.9217
P -0.4983 0.9988 1.6099
C -1.4295 -0.7589 -0.4690
H 1.0580 -0.7834 -1.6934
H -1.1867 1.2374 -0.9040
C 1.1591 -0.2479 -0.7105
H -0.4115 -0.3548 2.2333
C -0.7720 0.4862 -0.1811
*
```

=====

*x*
Entry from the Open Molecules 2025 dataset: a cluster of 2 separate species, C3H6NP in total (ωB97M-V/def2-TZVPD).

Computed properties:
frontier orbital gap: 9.4 eV
SMILES: C=NP.C#C
LUMO energy: 0.85 eV

Geometry as ORCA input:
```
! RIJCOSX wB97M-V def2-TZVPD def2/J DEFGRID3
* xyz 0 1
C -2.2442 -0.2791 0.7746
C -1.8137 0.7769 0.3929
N 0.9140 -0.5566 -0.5576
H -2.5992 -1.1679 0.9945
H -1.7259 1.8492 0.2339
H 3.0391 -0.6753 0.1884
H 1.7906 -1.4988 1.5280
H -0.1488 0.0329 -2.0690
H 0.5153 1.3646 -1.1349
P 1.9831 -0.2209 0.8238
C 0.2897 0.3750 -1.1745
*
```

=====

*y*
Entry from the Open Molecules 2025 dataset: a structure of composition C3H6NP (ωB97M-V/def2-TZVPD).

Computed properties:
frontier orbital gap: 10.0 eV
LUMO energy: 0.71 eV

Geometry as ORCA input:
```
! RIJCOSX wB97M-V def2-TZVPD def2/J DEFGRID3
* xyz 0 1
H -1.4286 0.8957 0.2854
C 1.0133 0.6498 0.7255
H -0.2863 0.7324 -1.9990
H 0.6118 -1.0319 -1.7134
C -0.7655 0.0012 0.1510
C 1.8889 0.0120 -0.1185
H 1.0417 0.1841 1.7283
N 2.5789 -0.4622 -0.8773
H -1.0217 -0.8468 0.8408
H 0.8471 1.6874 0.6747
P -0.6909 -0.4388 -1.6392
*
```

=====

Which one is most stable, and which one is least stable? *y* is the most stable of them, while *x* is the least stable.

=====

*w*
Entry from the Open Molecules 2025 dataset: an isolated molecule of C6H6O (ωB97M-V/def2-TZVPD).

Computed properties:
frontier orbital gap: 7.8 eV
LUMO energy: 0.71 eV

Geometry as ORCA input:
```
! RIJCOSX wB97M-V def2-TZVPD def2/J DEFGRID3
* xyz 0 1
H 0.6484 1.1320 -1.2733
H 1.1752 1.5348 1.0494
C 1.0252 -0.9128 -0.5215
H 1.1257 -1.7347 -1.2118
H 2.1878 -1.2285 1.1907
H -1.6610 1.5233 -0.5784
H -0.1648 0.4557 1.5242
C -3.0548 -1.1461 -0.3718
O -2.1969 -0.3891 -0.4098
C 0.6628 0.5547 0.9512
C -1.3189 0.5464 -0.5570
C 1.4143 -0.6800 0.7443
C 0.1570 0.3444 -0.5363
*
```

=====

*x*
Entry from the Open Molecules 2025 dataset: an isolated molecule of C6H6O (ωB97M-V/def2-TZVPD).

Computed properties:
frontier orbital gap: 9.9 eV
SMILES: C#CC1=CCOC1
LUMO energy: 0.97 eV

Geometry as ORCA input:
```
! RIJCOSX wB97M-V def2-TZVPD def2/J DEFGRID3
* xyz 0 1
H -0.4064 -1.8752 -0.5555
C -0.1345 1.1461 -0.0361
C -1.6109 0.9376 -0.1913
C 0.4590 -0.0236 0.2045
C 2.9343 -0.6295 0.8506
C 1.8349 -0.2910 0.4880
H 3.9173 -0.9225 1.1519
H 0.3309 2.1264 -0.0819
H -0.7034 -1.6450 1.1760
H -1.9801 1.2286 -1.1829
H -2.1817 1.4996 0.5642
C -0.6016 -1.1165 0.2182
O -1.8219 -0.4497 -0.0255
*
```

=====

*y*
Entry from the Open Molecules 2025 dataset: a structure of composition C6H6O (ωB97M-V/def2-TZVPD).

Computed properties:
frontier orbital gap (alpha / beta): 7.7 / 7.7 eV
LUMO energy (alpha / beta): -0.43 / -0.43 eV

Geometry as ORCA input:
```
! RIJCOSX wB97M-V def2-TZVPD def2/J DEFGRID3
* xyz 0 1
C -2.1745 -1.1951 -0.2101
C 0.5962 -0.7433 0.1450
C -0.1414 1.0103 -0.5119
H 0.8771 -1.7833 0.2256
C 0.9806 0.1211 -1.0184
H 0.9633 2.0506 0.9193
H -0.5583 1.4438 1.6239
H 0.8177 -0.3087 -2.0109
C 0.2583 1.2105 0.9285
O 0.9025 -0.0215 1.3047
H -3.1476 -1.6474 -0.2674
H 1.9672 0.5765 -0.9299
C -1.0467 -0.7460 -0.1183
*
```

=====

Which one is most stable, and which one is least stable? *x* is the most stable of them, while *w* is the least stable.

=====

*w*
Entry from the Open Molecules 2025 dataset: an isolated molecule of C6H6O (ωB97M-V/def2-TZVPD).

Computed properties:
frontier orbital gap: 9.6 eV
LUMO energy: 0.76 eV

Geometry as ORCA input:
```
! RIJCOSX wB97M-V def2-TZVPD def2/J DEFGRID3
* xyz 0 1
C -0.6439 -1.2667 0.1277
C -1.0551 1.0897 -0.9204
C -0.1814 0.0987 -0.0789
H -1.2831 -3.4242 0.4592
O -0.0327 1.3584 -1.7220
H 0.1840 0.1668 2.0802
H 1.8376 0.6965 -0.9485
C 0.8430 0.3233 -1.2070
H -0.7241 1.5475 1.4413
H 1.0221 1.4450 1.1692
H 0.9078 -0.4800 -1.9434
C 0.1025 0.8565 1.2380
C -0.9766 -2.4115 0.3045
*
```

=====

*x*
Entry from the Open Molecules 2025 dataset: a structure of composition C6H6O (ωB97M-V/def2-TZVPD).

Computed properties:
frontier orbital gap: 9.8 eV
LUMO energy: 1.03 eV

Geometry as ORCA input:
```
! RIJCOSX wB97M-V def2-TZVPD def2/J DEFGRID3
* xyz 0 1
H -0.5922 1.6955 1.3389
C -0.3944 0.3359 -1.3926
H -1.1141 -0.3101 -1.8969
C -0.0073 -2.6560 0.8220
H 1.2582 0.6448 1.5801
C -0.6526 1.0897 0.4632
C 0.8984 0.8763 0.5723
O -1.0071 1.5238 -0.8333
H -0.0144 -3.6712 1.1429
H 1.4938 1.5503 -0.0230
C -0.0144 -1.5136 0.4490
H 0.4344 0.5862 -2.0662
C 0.0193 -0.1595 -0.0065
*
```

=====

Which one is most stable, and which one is least stable? *x* is the most stable of them, while *w* is the least stable.

=====

*w*
Entry from the Open Molecules 2025 dataset: a structure of composition C2H2Br6 (ωB97M-V/def2-TZVPD).

Computed properties:
frontier orbital gap: 9.9 eV
LUMO energy: -0.55 eV

Geometry as ORCA input:
```
! RIJCOSX wB97M-V def2-TZVPD def2/J DEFGRID3
* xyz 0 1
H -0.1334 1.1870 0.8837
Br -1.7619 2.4538 1.7903
Br 1.1927 -1.8132 1.4956
H 0.2038 -1.0658 -0.7305
C 0.5698 -1.9415 -0.3317
Br -1.2640 1.1219 -1.3223
Br 0.6231 3.3940 -0.0192
C -0.5260 1.9714 0.3972
Br 2.0136 -2.2328 -1.6755
Br -0.9177 -3.0749 -0.4877
*
```

=====

*x*
Entry from the Open Molecules 2025 dataset: a structure of composition C2H2Br6 (ωB97M-V/def2-TZVPD).

Computed properties:
frontier orbital gap: 10.1 eV
LUMO energy: -0.16 eV

Geometry as ORCA input:
```
! RIJCOSX wB97M-V def2-TZVPD def2/J DEFGRID3
* xyz 0 1
C 1.7815 -0.5548 -2.0391
Br 1.2163 -2.3774 -2.2271
C -1.9867 0.5666 2.0286
Br -0.5073 0.7470 0.8116
Br 3.2603 -0.3935 -0.8276
Br 2.1997 0.2223 -3.7310
H -2.8254 0.2241 1.4404
Br -2.4837 2.2802 2.7576
Br -1.6113 -0.7043 3.3899
H 0.9565 -0.0102 -1.6034
*
```

=====

Which one is most stable, and which one is least stable? *x* is the most stable of them, while *w* is the least stable.

=====

*w*
Entry from the Open Molecules 2025 dataset: an isolated molecule of C2H5BO (ωB97M-V/def2-TZVPD).

Computed properties:
frontier orbital gap: 9.3 eV
LUMO energy: 0.39 eV

Geometry as ORCA input:
```
! RIJCOSX wB97M-V def2-TZVPD def2/J DEFGRID3
* xyz 0 1
B -0.7320 -0.0326 -2.0466
C -0.4957 -0.6969 0.7750
H -0.0190 -0.7581 -2.5751
H -1.4856 0.8391 -1.8348
H 0.5153 1.2145 1.4016
H 1.5971 -0.1393 1.0491
H 0.5315 -0.1775 2.4578
C 0.6215 0.0755 1.3968
O -0.5332 -0.3247 -0.6238
*
```

=====

*x*
Entry from the Open Molecules 2025 dataset: an isolated molecule of C2H5BO (ωB97M-V/def2-TZVPD).

Computed properties:
frontier orbital gap: 10.0 eV
SMILES: BCC=O
LUMO energy: 0.15 eV

Geometry as ORCA input:
```
! RIJCOSX wB97M-V def2-TZVPD def2/J DEFGRID3
* xyz 0 1
C 1.1862 0.2510 -0.4726
H 1.6317 0.7368 -1.3446
O 1.9113 -0.4219 0.1872
H -0.7123 1.2416 -0.6909
H -0.6711 -1.5644 1.0149
H 0.0662 0.9338 0.9044
B -1.0953 -0.7609 0.3667
H -2.1215 -0.8953 0.0952
C -0.1950 0.4794 -0.0603
*
```

=====

Which one is most stable, and which one is least stable? *x* is the most stable of them, while *w* is the least stable.

=====

*w*
Entry from the Open Molecules 2025 dataset: the ion C4H11N4 with charge +1 (ωB97M-V/def2-TZVPD).

Computed properties:
frontier orbital gap: 9.9 eV
SMILES: [H]/N=C(/CC)N(C)N=[NH2+]
LUMO energy: -4.56 eV

Geometry as ORCA input:
```
! RIJCOSX wB97M-V def2-TZVPD def2/J DEFGRID3
* xyz 1 1
H 0.5525 -0.8377 -1.9422
N 1.3843 0.8913 0.2272
C 1.3881 -0.8015 -1.3621
H 2.2723 -0.2436 -1.7664
H -1.3012 0.6463 -1.7276
H 1.8249 2.0799 1.5707
N 1.0046 1.5088 1.2980
H 0.6985 -2.7040 1.0965
H 0.1411 1.2765 1.9558
N -0.0960 -1.9908 0.9886
C -0.2020 -0.8687 0.5306
C -1.4814 1.0322 -0.5894
C -1.4761 -0.1579 0.3918
H -2.1661 -1.0135 0.0042
H -2.4322 1.4365 -0.5194
N 0.8372 -0.1604 -0.2178
H 1.5368 -1.9339 -1.0585
H -0.7767 1.8008 -0.3241
H -1.7086 0.0397 1.4442
*
```

=====

*x*
Entry from the Open Molecules 2025 dataset: a cluster of 2 separate species, C4H11N4 in total (ωB97M-V/def2-TZVPD).

Computed properties:
frontier orbital gap: 7.3 eV
LUMO energy: -4.67 eV

Geometry as ORCA input:
```
! RIJCOSX wB97M-V def2-TZVPD def2/J DEFGRID3
* xyz 1 1
H 0.3479 -1.6615 -0.3912
H 1.6926 -0.0678 1.8095
N 0.2741 0.4156 0.2858
H 2.6043 -0.9204 -1.7175
N -3.7184 -1.0629 0.0362
C 2.2673 -0.6004 -0.6725
C 0.7396 -0.6100 -0.7133
H -3.3046 -2.0180 0.0302
H 0.2232 0.7454 2.2337
H 0.4319 -0.6145 -1.7526
H 0.1095 -0.9115 1.8626
H 2.5926 0.3825 -0.5446
N -3.0666 -0.0837 -0.3029
C 0.0780 1.5680 -0.1789
H -0.7516 3.2792 -0.9723
H 2.7545 -1.2264 0.0248
C 0.6884 -0.0719 1.6081
H -3.4887 0.8522 -0.2961
N -0.4739 2.6059 -0.3490
*
```

=====

*y*
Entry from the Open Molecules 2025 dataset: the ion C4H11N4 with charge +1 (ωB97M-V/def2-TZVPD).

Computed properties:
frontier orbital gap (alpha / beta): 7.4 / 7.4 eV
SMILES: C/N=N/C/[N+](C)=N/C
LUMO energy (alpha / beta): -5.34 / -5.34 eV

Geometry as ORCA input:
```
! RIJCOSX wB97M-V def2-TZVPD def2/J DEFGRID3
* xyz 1 1
C -1.4700 -0.8723 -1.0994
N 1.6751 -1.0581 0.3567
N 1.8344 0.1131 0.2261
H 3.9702 0.5500 0.4731
N -0.8513 -0.6313 0.1771
H -2.6841 1.2787 1.4866
H 0.2195 -1.4544 1.7542
C -2.0441 1.4209 0.5831
H -1.5349 2.3399 0.4948
C 0.1976 -1.4821 0.6096
H 0.2995 -2.4998 0.1831
H -1.9294 -0.0388 -1.6246
H 2.7078 1.8523 0.1535
N -0.9622 0.4870 0.7394
C 2.9835 0.8725 -0.1437
H 3.0517 0.6771 -1.2380
H -2.4977 1.3100 -0.4223
H -0.6474 -1.2126 -1.7661
H -2.3184 -1.6521 -0.9432
*
```

=====

Which one is most stable, and which one is least stable? *w* is the most stable of them, while *y* is the least stable.